Molecular formula: C3H7OPS2
Method: DFT, the ωB97M-V functional and the def2-TZVPD basis

- Largest force on an atom: 0.6 eV/A
- ΔE to the lowest compared entry with this formula, charge and spin: 2.100 eV
- E_HOMO: -8.96 eV
- Molar mass: 154.196 g/mol
- SMILES: OP(S)S.C#CC
- LUMO: 0.0234 Eh
- Orbital gap: 9.6 eV

```
14
Properties=species:S:1:pos:R:3:lowdin_charge:R:1
O -1.53 0.49 1.05 -0.49
P -2.87 -0.38 0.68 0.20
S -1.89 -1.60 -0.73 0.36
S -3.92 1.07 -0.50 0.32
H -1.64 1.19 1.70 0.04
H -0.96 -0.68 -1.00 -0.23
H -5.10 0.66 -0.05 -0.23
C 1.02 1.18 -1.35 0.09
C 1.61 0.36 -0.71 -0.22
C 2.29 -0.64 0.09 -0.11
H 0.53 1.90 -1.94 0.02
H 1.96 -0.56 1.13 0.08
H 2.06 -1.64 -0.28 0.08
H 3.36 -0.48 0.04 0.08
```